No. 1
{"formula": "C44H57N4O6PPb", "method": "ωB97M-V/def2-TZVPD", "symbols": ["H", "H", "Pb", "H", "C", "H", "C", "H", "C", "C", "H", "C", "C", "H", "P", "H", "H", "H", "H", "C", "C", "C", "C", "C", "C", "C", "C", "H", "C", "H", "C", "C", "H", "H", "N", "H", "C", "C", "H", "C", "C", "O", "H", "H", "H", "C", "H", "H", "C", "C", "H", "C", "C", "C", "H", "H", "O", "C", "H", "H", "O", "C", "H", "H", "H", "N", "H", "O", "C", "H", "H", "H", "H", "H", "C", "H", "H", "H", "C", "H", "H", "H", "H", "H", "H", "H", "C", "H", "H", "H", "C", "C", "O", "C", "C", "H", "H", "N", "H", "C", "O", "H", "H", "C", "C", "C", "H", "C", "N", "C", "H", "H", "C"], "positions_angstrom": [[1.25, -0.21, 4.23], [-0.65, -2.05, 2.72], [0.71, -0.19, -1.82], [4.03, 0.44, 0.70], [-4.52, 0.12, -4.93], [0.91, 4.32, 0.76], [-2.51, -0.17, -3.44], [3.10, 4.76, 2.84], [-0.35, -1.19, 5.32], [-1.73, 3.86, 1.41], [-2.51, 1.06, 3.82], [1.45, -6.81, -3.07], [0.60, -7.45, -0.92], [2.09, 2.22, 0.22], [-0.18, 1.32, 1.51], [0.30, -8.23, -0.23], [-2.14, 4.50, 0.62], [3.74, -0.81, 2.82], [3.98, -4.50, 0.67], [-3.72, 1.72, 1.20], [1.10, -7.79, -2.19], [0.54, -3.63, -1.06], [-3.84, -0.47, -3.71], [-1.55, 0.56, 3.96], [0.46, -6.10, -0.54], [1.92, 4.17, 1.14], [2.49, 2.54, -2.54], [1.34, -1.97, 4.20], [-0.99, 0.07, 2.61], [-3.82, -2.15, -7.27], [-2.58, 1.83, 0.19], [-0.05, -1.14, 2.79], [1.87, 0.92, 2.35], [-2.30, 0.84, -0.17], [-1.89, -0.64, -2.35], [3.30, 2.55, 1.46], [3.53, 1.60, -2.26], [1.35, 4.39, -3.04], [4.32, -3.26, -1.44], [2.24, 2.67, 1.20], [2.06, 4.81, 2.53], [1.08, -2.80, -1.88], [0.05, -0.62, 6.16], [-3.04, 4.65, 2.92], [4.43, -1.22, -2.63], [4.00, -0.65, 0.70], [-0.60, 3.24, -2.95], [-4.45, 3.75, 1.10], [3.80, -2.73, 1.87], [3.98, -3.42, 0.68], [1.23, -8.83, -2.46], [-4.05, 3.06, 1.85], [4.16, -2.72, -0.51], [-3.53, -1.71, -6.31], [-1.93, -0.88, -7.08], [-0.69, 2.80, -0.13], [0.30, 0.48, 0.32], [1.32, -5.45, -2.69], [-5.60, -1.46, -2.98], [-2.01, -1.79, -0.65], [-5.17, 1.15, -4.82], [2.61, 3.93, -2.84], [1.39, 4.52, 4.55], [-4.82, 2.92, 2.61], [-2.31, -1.40, 4.42], [1.15, 2.15, -2.56], [0.14, 4.27, 3.36], [1.72, -4.53, -3.50], [1.48, 2.60, 3.61], [0.67, -1.19, 1.98], [5.33, 0.01, -1.73], [1.04, 5.38, -3.30], [-1.94, 0.46, -4.10], [-4.88, -0.17, -6.88], [-1.33, 2.56, 0.73], [-3.67, -2.44, -5.53], [3.54, 4.48, -2.90], [1.78, 5.86, 2.47], [1.41, 1.91, 2.24], [3.67, -3.28, 2.79], [1.53, -3.65, -3.02], [-2.94, 2.40, -0.67], [-2.27, -0.31, 5.80], [-0.47, -2.22, 5.66], [0.05, -5.83, 0.43], [-0.88, 1.28, 4.43], [1.19, 4.10, 3.57], [0.82, 2.12, 4.33], [-3.48, 1.00, 1.98], [-0.87, 4.39, 1.81], [-3.90, -1.74, -1.69], [-2.57, -1.41, -1.50], [-0.08, -3.39, -0.04], [3.83, -1.35, 1.88], [-1.72, -0.62, 4.91], [2.50, 2.46, 3.98], [1.87, -7.03, -4.05], [-4.40, -0.57, -6.09], [2.61, 4.65, 0.45], [4.17, -1.33, -0.50], [-2.16, -1.37, -6.29], [-2.42, 3.04, 3.27], [-4.42, -2.36, -0.97], [0.65, -1.13, 4.15], [-4.55, -1.25, -2.81], [-2.80, 3.68, 2.48], [4.56, 1.97, -2.30], [0.78, -5.10, -1.42], [3.28, 0.38, -1.99], [4.38, -0.54, -1.78], [-4.60, 1.35, 0.67], [-1.82, -0.25, 1.97], [0.48, 3.25, -2.85]], "mulliken_charge": [0.027, 0.668, 1.377, 0.348, -0.049, 0.138, -0.295, 0.469, -0.887, -1.205, 0.561, -0.578, -0.602, -0.289, -1.768, 0.466, 0.622, 0.461, 0.454, -0.545, -0.426, 1.172, 0.062, -0.398, -0.298, -0.374, 0.271, 0.435, 0.598, 0.418, -1.021, -0.555, -1.585, -0.312, 0.320, 0.765, -0.260, -0.907, 0.390, -0.951, -1.211, -0.496, 0.323, 0.522, 0.428, 0.050, 0.593, 0.424, -0.600, -0.681, 0.437, -1.294, -0.264, -0.445, 0.305, -1.032, 0.925, 0.537, 0.535, 0.609, -0.602, -0.904, 0.466, 0.469, 0.322, 0.239, 0.259, -0.583, -0.906, -0.046, 0.413, 0.489, 0.521, 0.277, 1.768, 0.289, 0.570, 0.462, 2.396, 0.450, 0.292, 0.996, 0.483, 0.335, 0.508, -0.036, -0.620, 0.245, 0.187, 0.358, -1.300, -0.567, -0.715, -0.528, -1.260, 0.577, 0.514, -0.115, 0.462, 0.227, -0.473, 0.074, 0.526, -0.374, -0.093, -0.520, 0.388, 0.145, 0.100, -1.307, 0.571, 0.564, -0.378], "homo_energy_ev": [-13.66, -13.64], "e_above_lowest_kj_mol": 40.3, "fmax_ev_per_a": 0.98, "total_charge": 2, "e_lumo_ha": [-0.2843, -0.2949], "multiplicity": 1, "orbital_gap_ev": [5.925, 5.615]}

***

No. 2
{"formula": "H56O28", "method": "ωB97M-V/def2-TZVPD", "symbols": ["O", "H", "O", "H", "H", "H", "H", "H", "O", "H", "H", "O", "H", "H", "H", "H", "H", "O", "H", "H", "H", "H", "H", "O", "O", "H", "H", "H", "H", "H", "H", "H", "O", "H", "O", "O", "H", "H", "H", "H", "H", "H", "H", "O", "H", "H", "H", "H", "H", "O", "H", "O", "H", "O", "H", "H", "H", "H", "O", "O", "H", "O", "H", "H", "H", "H", "H", "H", "H", "O", "O", "O", "O", "O", "O", "O", "H", "O", "O", "H", "H", "O", "O", "H"], "positions_angstrom": [[3.36, 1.30, 3.44], [2.58, 2.89, -0.92], [2.23, -2.29, 1.07], [-2.51, -3.29, -3.51], [0.08, -3.95, 1.65], [-3.52, 2.01, 1.89], [2.53, 1.32, 2.96], [3.27, -1.10, 4.51], [0.22, -3.06, 3.25], [1.61, -0.64, 3.09], [0.79, -4.22, -0.82], [-0.55, -0.99, -2.10], [-3.45, 0.76, 2.88], [-0.17, 2.68, -3.78], [3.88, 4.60, 3.44], [-1.71, 3.03, -2.23], [4.17, -0.37, 2.19], [-2.27, 3.95, 0.94], [1.96, -4.75, -1.74], [0.51, -4.64, -4.71], [-0.16, 4.00, 2.34], [-1.17, -0.04, 3.32], [2.03, 6.31, 0.33], [-4.06, 0.54, -1.15], [-2.10, -0.73, 0.42], [3.71, 4.67, 1.87], [-2.39, -0.91, 3.01], [-4.83, -0.42, -4.27], [-3.25, -1.97, -3.02], [0.49, -4.07, -3.27], [-0.16, 4.26, -3.95], [-1.09, -4.20, 0.66], [-2.45, -2.48, -2.97], [-4.85, -0.23, -2.73], [-0.12, -4.26, 0.75], [-1.78, -0.67, 3.71], [2.43, 5.22, -0.70], [1.22, 4.20, 1.81], [3.88, -1.29, 0.98], [0.77, -0.12, 1.74], [1.78, 2.86, -2.27], [3.16, -2.10, 3.42], [-2.82, -3.12, -0.88], [2.62, -1.63, 4.03], [-3.30, 1.13, -1.01], [0.74, -2.82, 4.04], [-0.34, -2.24, 3.09], [0.40, 1.72, 1.15], [2.00, -2.80, 0.24], [0.98, -0.04, 2.69], [3.71, 0.56, 0.12], [2.04, 3.44, -1.55], [-1.55, -5.25, -3.36], [-1.77, 2.50, -1.42], [0.28, 0.38, -2.90], [-1.18, -1.47, -2.67], [-2.15, 3.60, 0.03], [3.77, 2.19, 3.37], [-4.92, -0.88, -3.43], [0.34, 1.47, 0.21], [-1.61, -0.64, -0.45], [1.47, -3.96, -1.44], [-2.34, 0.21, 0.67], [-4.55, 0.52, -0.30], [1.47, -2.47, 1.67], [2.35, 0.89, -0.04], [0.75, 2.24, -0.28], [-2.43, -4.88, -2.16], [-2.64, -2.66, 0.53], [3.20, 1.31, -0.15], [2.52, 5.48, 0.28], [0.85, 1.13, -3.21], [-2.75, -3.45, 0.06], [-3.71, 1.05, 1.98], [0.74, 3.66, 2.45], [-2.45, -5.26, -3.04], [1.45, 0.74, -3.90], [4.21, 4.26, 2.61], [0.11, -4.77, -3.82], [-0.95, 1.98, -1.39], [-2.63, 4.83, 0.95], [4.55, -0.69, 1.37], [-0.71, 3.46, -3.93], [0.19, -1.50, -1.73]], "mulliken_charge": [-0.569, 0.515, -0.533, 0.299, 0.264, 0.324, 0.361, 0.285, -0.736, 0.145, 0.409, -0.713, 0.285, 0.393, 0.318, 0.284, 0.323, -0.585, 0.329, 0.300, 0.273, 0.370, 0.285, -0.671, 0.166, 0.303, 0.278, 0.313, 0.335, 0.361, 0.307, 0.396, -0.619, 0.358, -0.744, -0.734, 0.311, 0.324, 0.374, 0.321, 0.181, 0.301, 0.341, -0.602, 0.310, 0.291, 0.372, 0.244, 0.268, -0.452, 0.461, -0.663, 0.430, -0.624, 0.387, 0.216, 0.413, 0.283, -0.677, -0.024, 0.147, -0.746, 0.036, 0.276, 0.239, 0.107, 0.152, 0.295, 0.293, -0.710, -0.626, -0.470, -0.739, -0.602, -0.593, -0.735, 0.245, -0.649, -0.653, 0.139, 0.277, -0.730, -0.667, 0.252], "homo_energy_ev": -10.91, "e_above_lowest_kj_mol": 41.3, "fmax_ev_per_a": 3.66, "e_lumo_ha": -0.0074, "multiplicity": 1, "orbital_gap_ev": 10.705}

***

No. 3
{"formula": "C38H11Cl3F15GeNO3RuS2", "method": "ωB97M-V/def2-TZVPD", "symbols": ["Cl", "H", "Ru", "Ge", "C", "C", "C", "Cl", "C", "F", "C", "H", "C", "H", "F", "C", "C", "C", "C", "C", "O", "F", "C", "C", "C", "O", "C", "C", "H", "H", "F", "F", "H", "H", "H", "F", "F", "C", "C", "Cl", "C", "C", "C", "S", "C", "C", "C", "H", "C", "C", "C", "F", "F", "C", "H", "F", "C", "F", "C", "O", "H", "F", "C", "N", "C", "C", "C", "F", "F", "C", "S", "F", "C", "C", "C"], "positions_angstrom": [[4.83, -0.95, 0.29], [2.56, -5.43, 0.92], [2.22, -0.33, -0.01], [-2.24, -0.12, -0.36], [1.32, 6.35, -0.46], [2.40, 2.37, -1.58], [6.34, -0.78, 2.51], [8.05, -0.80, 4.60], [-3.77, -1.70, 1.71], [-1.93, 1.09, 2.30], [-3.94, -0.79, -4.81], [2.05, 4.21, 1.23], [3.99, -0.05, 2.68], [1.24, -2.04, -2.44], [-2.70, 3.52, 3.36], [-3.91, 2.38, -0.39], [-2.27, -2.92, 0.36], [1.94, -6.45, -1.46], [5.10, -0.57, 1.95], [-3.86, -1.49, -2.51], [1.09, 7.18, -1.30], [-1.76, 1.39, -2.89], [-4.14, -2.86, 2.37], [-3.09, 3.15, 2.14], [2.01, 3.98, 0.17], [1.32, 6.71, 0.84], [-2.60, 0.39, -3.21], [-2.61, -4.10, 0.98], [5.64, 0.24, 5.67], [1.94, 3.02, -3.56], [-2.66, 1.08, -5.48], [-4.30, 5.18, 1.88], [2.75, 2.00, 0.52], [2.57, -3.04, 1.51], [1.26, 5.29, -2.85], [-4.28, -2.33, -1.55], [-5.06, -2.84, 3.34], [1.63, 4.94, -0.78], [5.49, 0.02, 4.63], [3.00, 0.95, 4.97], [-2.82, -1.70, 0.70], [-3.56, -4.07, 2.01], [1.55, -2.78, -1.71], [-0.04, 0.09, -0.27], [1.91, -5.08, -1.11], [2.28, -4.69, 0.18], [1.93, -2.39, -0.44], [7.15, -1.17, 1.92], [1.54, -4.12, -2.06], [-4.31, 3.60, 0.11], [-2.98, -0.47, -2.18], [-4.37, -0.54, 2.04], [-4.34, 1.99, -1.61], [-3.11, 1.51, 0.34], [1.24, -4.43, -3.05], [-5.10, 4.41, -0.62], [-4.35, -1.65, -3.80], [-5.23, -2.63, -4.06], [1.96, 3.30, -2.52], [2.84, 0.11, 2.16], [1.52, 5.97, 1.43], [-2.06, -5.26, 0.61], [1.58, 4.56, -2.13], [1.99, -7.56, -1.74], [-2.71, 1.94, 1.60], [2.40, 2.72, -0.22], [-3.05, 0.25, -4.51], [-3.92, -5.21, 2.62], [-4.42, -0.92, -6.05], [-3.91, 4.00, 1.38], [3.06, 0.85, -2.09], [-1.39, -2.92, -0.66], [6.52, -0.50, 3.86], [2.29, -3.34, 0.51], [4.27, 0.26, 4.04]], "mulliken_charge": [-0.192, 0.461, -0.022, 0.289, 0.645, 0.574, -0.881, -0.249, 0.549, -0.322, 0.602, 0.226, -0.544, 0.405, -0.305, 0.514, 0.439, -0.046, 0.959, 0.720, -0.594, -0.255, 0.086, -0.012, -1.007, -0.505, 0.296, 0.086, 0.428, 0.447, -0.299, -0.305, 0.975, 0.475, 0.453, -0.245, -0.314, 0.899, -0.789, -0.216, -0.504, 0.593, -0.232, 0.138, 0.546, -0.702, 0.299, 0.440, -0.680, 0.054, -0.377, -0.268, -0.253, -0.392, 0.443, -0.303, 0.101, -0.300, -0.630, -0.703, 0.287, -0.302, -0.628, -0.561, 0.507, -1.064, -0.043, -0.310, -0.304, 0.555, -0.406, -0.218, 0.524, -0.091, 0.354], "homo_energy_ev": [-5.80, -5.73], "s2": 0.80, "e_above_lowest_kj_mol": 0.0, "fmax_ev_per_a": 2.22, "total_charge": -1, "e_lumo_ha": [0.0203, 0.0347], "multiplicity": 2, "orbital_gap_ev": [6.348, 6.676]}